Entry 1:
{"formula": "C16H31F3O28S7", "method": "ωB97M-V/def2-TZVPD", "homo_energy_ev": -10.545, "gap_ha": 0.3859, "e_tot_ev": -158417.79677, "symbols": ["O", "S", "O", "O", "C", "C", "O", "C", "C", "F", "F", "F", "H", "H", "H", "H", "H", "H", "H", "C", "C", "O", "S", "O", "O", "O", "H", "H", "H", "H", "C", "C", "O", "S", "O", "O", "O", "H", "H", "H", "H", "C", "C", "O", "S", "O", "O", "O", "H", "H", "H", "H", "C", "C", "O", "S", "O", "O", "O", "H", "H", "H", "H", "C", "C", "O", "S", "O", "O", "O", "H", "H", "H", "H", "C", "C", "O", "S", "O", "O", "O", "H", "H", "H", "H"], "positions_angstrom": [[-2.380, 0.871, 1.387], [-1.347, 1.515, 0.624], [-1.657, 3.113, 0.855], [0.000, 1.169, 1.456], [1.174, 1.933, 1.096], [2.141, 1.914, 2.283], [2.789, 3.144, 2.568], [1.976, 4.241, 2.877], [0.960, 4.010, 3.979], [1.430, 3.236, 4.959], [-0.193, 3.479, 3.536], [0.636, 5.208, 4.530], [-1.256, 3.580, 0.106], [1.646, 1.412, 0.266], [0.932, 2.931, 0.738], [1.637, 1.482, 3.147], [2.931, 1.225, 2.018], [2.635, 5.026, 3.238], [1.479, 4.643, 1.993], [-2.060, 6.450, 4.263], [-3.407, 5.765, 4.227], [-4.132, 6.362, 5.309], [-3.695, 7.896, 5.473], [-4.627, 8.726, 4.803], [-3.351, 8.114, 6.829], [-2.366, 7.815, 4.586], [-1.427, 6.041, 5.046], [-1.541, 6.403, 3.310], [-3.333, 4.691, 4.378], [-3.939, 5.972, 3.295], [2.486, -3.510, 1.811], [3.590, -3.507, 2.848], [4.686, -2.861, 2.186], [4.137, -1.746, 1.187], [4.202, -0.478, 1.829], [4.725, -1.948, -0.084], [2.612, -2.229, 1.159], [2.633, -4.293, 1.070], [1.497, -3.605, 2.250], [3.883, -4.506, 3.154], [3.319, -2.919, 3.728], [-1.182, -2.199, -2.562], [-0.041, -2.238, -1.570], [1.062, -1.646, -2.288], [0.521, -0.528, -3.280], [0.658, 0.744, -2.665], [1.054, -0.782, -4.574], [-1.016, -0.935, -3.241], [-1.101, -2.997, -3.298], [-2.157, -2.235, -2.085], [0.227, -3.247, -1.277], [-0.253, -1.625, -0.691], [2.721, -6.973, -3.084], [1.452, -7.794, -3.134], [0.683, -7.318, -2.003], [0.972, -5.765, -1.803], [-0.058, -5.035, -2.453], [1.297, -5.526, -0.440], [2.274, -5.669, -2.688], [3.420, -7.346, -2.333], [3.217, -6.899, -4.046], [1.632, -8.861, -3.043], [0.880, -7.593, -4.040], [1.936, -2.600, -6.907], [3.323, -2.318, -6.373], [3.777, -3.599, -5.900], [3.182, -4.758, -6.817], [4.141, -5.158, -7.780], [2.565, -5.707, -5.959], [2.057, -3.893, -7.539], [1.206, -2.671, -6.102], [1.606, -1.866, -7.636], [3.320, -1.602, -5.557], [4.000, -1.981, -7.160], [-5.184, 2.268, 1.810], [-6.121, 3.201, 2.547], [-6.673, 4.030, 1.515], [-6.820, 3.185, 0.164], [-8.148, 2.705, 0.048], [-6.206, 3.916, -0.884], [-5.881, 1.965, 0.590], [-4.241, 2.752, 1.556], [-4.980, 1.351, 2.355], [-5.615, 3.819, 3.282], [-6.936, 2.658, 3.030]], "forces_ev_per_a": [[-0.1, -0.1, 0.3], [-0.3, -0.6, -1.0], [0.6, -0.1, 0.4], [-0.4, 1.0, 0.4], [0.4, -0.6, -0.3], [-0.1, -0.2, -0.3], [-0.2, 0.0, 0.1], [0.4, 0.0, -0.1], [0.0, 0.4, 0.1], [-0.1, 0.0, -0.1], [0.0, -0.1, 0.0], [0.1, -0.2, -0.1], [-0.1, 0.1, 0.0], [0.0, 0.0, -0.2], [-0.2, 0.2, 0.3], [-0.2, 0.2, 0.2], [0.3, 0.1, 0.2], [0.2, 0.0, 0.1], [-0.3, 0.0, 0.0], [0.1, -0.2, 0.2], [-0.1, 0.0, -0.4], [0.2, 0.0, 0.1], [0.1, -0.2, -0.1], [0.0, 0.1, 0.0], [-0.1, 0.0, 0.1], [-0.2, 0.0, -0.1], [0.0, 0.0, 0.0], [0.0, 0.2, 0.0], [-0.1, 0.0, 0.2], [0.0, 0.0, 0.0], [0.1, -0.3, -0.1], [-0.3, 0.2, 0.3], [0.0, -0.1, -0.2], [0.0, -0.2, 0.1], [-0.1, -0.1, -0.2], [0.1, 0.1, -0.1], [0.1, 0.1, 0.3], [0.0, 0.0, 0.0], [-0.1, 0.2, -0.1], [0.2, 0.0, -0.1], [0.0, 0.0, 0.0], [0.1, -0.4, -0.2], [-0.1, 0.2, 0.4], [-0.1, -0.1, -0.3], [-0.2, -0.3, 0.5], [0.1, 0.2, -0.2], [0.1, 0.2, 0.0], [0.1, 0.1, 0.1], [0.0, 0.0, 0.0], [0.0, 0.2, 0.0], [0.0, 0.3, 0.0], [0.0, 0.0, 0.0], [0.3, -0.4, 0.1], [-0.1, 0.1, -0.4], [0.4, 0.0, 0.2], [0.2, -0.9, -0.5], [-0.2, 0.2, 0.1], [-0.3, 0.2, 0.1], [-0.1, 0.2, 0.0], [-0.1, 0.0, 0.0], [-0.1, 0.2, -0.1], [-0.1, 0.0, 0.3], [0.1, 0.0, 0.0], [-0.2, 0.0, 0.4], [0.1, 0.2, -0.3], [-0.2, -0.1, 0.0], [-0.1, 0.6, 0.0], [0.0, -0.2, -0.1], [0.0, -0.4, 0.1], [0.3, 0.0, -0.1], [0.1, 0.0, 0.0], [0.0, -0.1, -0.2], [0.0, -0.2, 0.1], [0.0, 0.0, 0.0], [0.3, 0.2, 0.1], [-0.2, -0.3, 0.1], [0.2, 0.0, -0.1], [0.1, -0.1, 0.2], [-0.1, 0.0, -0.1], [-0.1, 0.1, -0.1], [-0.2, 0.0, 0.1], [0.0, 0.0, 0.0], [-0.1, -0.1, -0.2], [0.0, 0.2, -0.1], [0.0, 0.0, 0.0]], "mulliken_charge": [-0.564, 0.774, -0.487, -0.338, -0.227, -0.250, -0.439, -0.736, 0.960, -0.289, -0.199, -0.299, 0.360, 0.337, 0.368, 0.306, 0.088, 0.447, 0.283, -0.178, -0.178, -0.342, 1.095, -0.536, -0.537, -0.345, 0.289, 0.237, 0.247, 0.227, -0.184, -0.431, -0.328, 1.041, -0.582, -0.557, -0.175, 0.245, 0.314, 0.332, 0.285, -0.354, 0.519, -0.165, 1.002, -0.559, -0.475, -0.346, 0.255, 0.345, -0.185, 0.015, -0.298, -0.381, -0.368, 1.116, -0.548, -0.562, -0.171, 0.282, 0.261, 0.316, 0.317, -0.092, -0.311, -0.299, 1.005, -0.577, -0.442, -0.353, 0.116, 0.340, 0.301, 0.295, 0.001, -0.179, -0.307, 1.084, -0.542, -0.538, -0.293, -0.020, 0.320, 0.147, 0.296]}



Entry 2:
{"formula": "C2H4N4O", "method": "ωB97M-V/def2-TZVPD", "homo_energy_ev": -9.057, "smiles": "Nc1cnnn1O", "gap_ha": 0.3503, "e_tot_ev": -10143.51261, "e_above_lowest_kcal_mol": 83.53, "symbols": ["C", "C", "H", "H", "H", "H", "N", "N", "N", "N", "O"], "positions_angstrom": [[0.065, -0.463, 0.025], [-1.229, -0.897, -0.058], [1.440, -1.702, -0.521], [2.080, -0.202, -0.195], [-1.690, -1.928, 0.074], [0.842, 2.227, 0.730], [1.382, -0.888, 0.109], [-2.114, 0.102, 0.028], [-1.469, 1.234, -0.051], [-0.172, 0.829, -0.026], [0.865, 1.688, -0.115]], "forces_ev_per_a": [[-0.1, 0.9, -0.5], [-2.0, -4.6, 1.5], [0.5, 0.3, 0.7], [-0.7, -0.1, 0.2], [1.2, 1.4, -0.4], [0.1, -0.8, -1.3], [-0.1, -1.8, -1.1], [0.2, 1.1, -1.0], [0.9, -0.8, 0.6], [-0.2, 2.5, 0.1], [0.2, 1.9, 1.3]], "nbo_charge": [0.257, -0.176, 0.385, 0.402, 0.216, 0.489, -0.799, -0.219, -0.106, 0.073, -0.523]}



Entry 3:
{"formula": "C4H8N", "method": "ωB97M-V/def2-TZVPD", "homo_energy_ev": -16.551, "smiles": "CC1=[N+](C)C1", "gap_ha": 0.4467, "e_tot_ev": -5758.34268, "total_charge": 1, "e_above_lowest_kcal_mol": 35.09, "symbols": ["C", "C", "C", "C", "N", "H", "H", "H", "H", "H", "H", "H", "H"], "positions_angstrom": [[-0.227, -0.597, -0.090], [-0.804, 0.052, -1.276], [-0.289, -1.845, 1.091], [0.941, 1.707, -0.001], [0.194, 0.563, -0.315], [-0.461, -0.217, -2.266], [-1.805, 0.466, -1.225], [-0.073, -2.764, 0.562], [-1.307, -1.824, 1.455], [0.452, -1.601, 1.838], [0.266, 2.488, 0.364], [1.429, 2.084, -0.902], [1.684, 1.486, 0.766]], "forces_ev_per_a": [[-0.2, -2.3, 2.9], [-0.4, -0.1, -0.5], [0.5, 2.7, -2.8], [0.9, 1.4, 0.5], [-0.8, -1.6, -0.4], [0.2, 0.0, 0.0], [0.0, 0.1, 0.1], [0.0, -0.1, 0.0], [-0.2, 0.1, 0.1], [0.0, 0.0, 0.2], [0.0, -0.1, 0.0], [0.0, -0.1, 0.1], [-0.1, -0.1, -0.1]], "nbo_charge": [0.469, -0.229, -0.584, -0.439, -0.215, 0.229, 0.226, 0.263, 0.262, 0.251, 0.258, 0.256, 0.253]}